(1)
A structure of composition C14H23F3NO3PSW at a distorted geometry. Source: OMol25; level of theory: ωB97M-V with the def2-TZVPD basis set.

Results
⟨S²⟩ = 2.0319
2S+1 = 3
Charge = +2
Total energy = -52600.155 eV
Energy relative to the best compared isomer or geometry (same formula, charge and spin) = 0.00 kcal/mol

Each line ends with the natural charge from an NBO analysis.
Element x y z (Å)
C (0.355, 3.153, -2.414)  -0.120
C (-0.946, 2.734, -2.169)  -0.211
C (-1.176, 1.664, -1.297)  0.009
C (-0.078, 1.030, -0.681)  -0.489
C (1.243, 1.470, -0.905)  0.014
C (1.436, 2.566, -1.761)  -0.150
C (-2.542, 1.152, -0.994)  -0.442
C (-2.425, -0.312, -0.501)  -0.371
N (-2.542, -1.259, -1.586)  -0.065
W (-0.558, -0.723, 0.489)  1.089
C (2.352, 0.722, -0.223)  -0.727
P (1.756, -1.034, 0.058)  1.160
H (-1.800, 3.219, -2.643)  0.246
H (2.446, 2.927, -1.923)  0.235
H (0.529, 3.940, -3.145)  0.253
H (2.547, 1.131, 0.788)  0.294
H (3.304, 0.698, -0.785)  0.266
H (-3.045, 1.741, -0.205)  0.275
H (-3.208, 1.216, -1.872)  0.261
H (-0.194, -2.172, -0.264)  -0.011
C (2.893, -1.568, 1.331)  -0.962
C (2.229, -1.812, -1.516)  -0.942
H (-3.174, -0.566, 0.271)  0.262
C (-1.646, -1.204, -2.728)  -0.469
C (-3.119, -2.547, -1.277)  -0.457
H (-0.165, -0.608, 2.131)  -0.023
H (-2.200, -1.636, -3.580)  0.261
H (-1.352, -0.174, -2.970)  0.256
H (-0.718, -1.795, -2.605)  0.245
H (-3.475, -2.979, -2.229)  0.262
H (-2.416, -3.240, -0.773)  0.255
H (-3.959, -2.375, -0.579)  0.247
H (3.326, -1.790, -1.588)  0.278
H (1.857, -2.847, -1.516)  0.262
H (1.770, -1.280, -2.366)  0.264
H (3.910, -1.442, 0.942)  0.280
H (2.740, -0.964, 2.233)  0.290
H (2.720, -2.623, 1.568)  0.276
H (-0.771, -2.157, 1.411)  -0.122
F (-0.142, 1.215, 6.230)  -0.251
C (0.361, 0.616, 5.115)  0.853
F (1.504, -0.024, 5.461)  -0.248
F (-0.539, -0.325, 4.716)  -0.260
S (0.688, 1.912, 3.762)  2.227
O (-0.646, 2.044, 3.169)  -0.833
O (1.198, 3.035, 4.538)  -0.557
O (1.674, 1.272, 2.882)  -0.909

***

(2)
The ion C14H23N2O2 with charge +1. Source: OMol25; level of theory: ωB97M-V with the def2-TZVPD basis set.

Results
Charge = +1
Total energy = -21959.806 eV
Energy relative to the best compared isomer or geometry (same formula, charge and spin) = 12.22 kcal/mol

Each line ends with the natural charge from an NBO analysis.
Element x y z (Å)
C (0.878, -5.259, 1.415)  -0.635
C (0.832, -4.114, 0.453)  0.023
C (1.891, -3.888, -0.423)  -0.243
C (1.838, -2.847, -1.325)  -0.162
C (0.740, -2.000, -1.375)  -0.343
C (-0.319, -2.217, -0.506)  0.286
C (-0.263, -3.270, 0.403)  -0.226
H (-1.106, -3.416, 1.060)  0.218
O (-1.475, -1.464, -0.446)  -0.496
C (-1.614, -0.342, -1.266)  -0.084
C (-0.827, 0.860, -0.715)  0.041
C (-1.336, 1.224, 0.697)  -0.238
N (-0.677, 2.320, 1.360)  -0.453
C (0.724, 2.239, 1.641)  -0.240
H (0.997, 1.200, 1.825)  0.239
H (0.917, 2.801, 2.560)  0.212
C (1.594, 2.824, 0.491)  -0.249
N (0.732, 3.691, -0.350)  -0.535
H (1.302, 4.232, -1.003)  0.436
C (-0.113, 4.567, 0.489)  -0.251
H (-0.604, 5.315, -0.132)  0.237
H (0.523, 5.079, 1.213)  0.222
C (-1.154, 3.672, 1.200)  -0.224
H (-2.090, 3.661, 0.640)  0.215
H (-1.367, 4.104, 2.187)  0.215
H (0.074, 3.069, -0.913)  0.476
H (2.016, 2.040, -0.138)  0.227
H (2.413, 3.417, 0.901)  0.227
H (-2.402, 1.454, 0.647)  0.209
H (-1.226, 0.328, 1.313)  0.235
H (0.233, 0.591, -0.669)  0.189
O (-0.896, 1.975, -1.607)  -0.739
H (-1.816, 2.116, -1.864)  0.497
H (-2.686, -0.111, -1.261)  0.196
H (-1.306, -0.544, -2.300)  0.197
H (0.727, -1.206, -2.106)  0.210
H (2.659, -2.682, -2.008)  0.218
H (2.752, -4.538, -0.398)  0.219
H (0.770, -6.199, 0.876)  0.232
H (0.078, -5.189, 2.147)  0.219
H (1.833, -5.284, 1.935)  0.225

***

(3)
A structure of composition C14H24BKN9S at a distorted geometry. Source: OMol25; level of theory: ωB97M-V with the def2-TZVPD basis set.

Results
Charge = -1
Total energy = -56158.928 eV
Energy relative to the best compared isomer or geometry (same formula, charge and spin) = 0.00 kcal/mol

Each line ends with the natural charge from an NBO analysis.
Element x y z (Å)
K (-0.511, -0.391, 0.131)  0.895
C (-2.657, -1.493, 3.124)  -0.357
C (-2.810, -1.911, 1.793)  -0.064
N (-1.650, -2.287, 1.273)  -0.323
N (-0.733, -2.123, 2.240)  -0.357
C (-1.309, -1.647, 3.364)  -0.025
B (0.776, -2.451, 2.066)  0.564
N (1.591, -1.136, 2.137)  -0.352
C (2.025, -0.529, 3.261)  -0.021
C (2.742, 0.590, 2.903)  -0.340
C (2.684, 0.589, 1.502)  -0.077
N (1.991, -0.451, 1.052)  -0.323
N (1.009, -3.146, 0.720)  -0.333
C (1.487, -4.398, 0.566)  -0.020
C (1.546, -4.672, -0.784)  -0.378
C (1.062, -3.498, -1.384)  -0.060
N (0.746, -2.591, -0.474)  -0.294
H (-3.406, -1.131, 3.807)  0.220
H (-3.712, -1.959, 1.203)  0.201
H (-0.740, -1.456, 4.258)  0.213
H (1.132, -3.177, 2.959)  -0.056
H (1.814, -0.923, 4.242)  0.207
H (3.208, 1.310, 3.553)  0.219
H (3.103, 1.298, 0.804)  0.202
H (1.752, -4.999, 1.419)  0.211
H (1.879, -5.580, -1.257)  0.212
H (0.943, -3.280, -2.435)  0.192
N (-0.531, 2.098, 2.961)  -0.686
N (0.144, 2.611, 1.810)  -0.515
C (-0.772, 3.205, 0.809)  0.164
N (-1.348, 4.385, 1.478)  -0.875
S (-2.134, 2.093, 0.317)  -0.717
H (-1.392, 1.653, 2.627)  0.352
H (-0.851, 2.920, 3.457)  0.347
H (0.609, 1.812, 1.391)  0.337
H (-0.649, 5.125, 1.514)  0.337
H (-2.141, 4.705, 0.940)  0.366
C (2.014, 3.009, -1.885)  -0.600
C (0.617, 2.626, -1.390)  -0.197
C (-0.307, 2.455, -2.597)  -0.624
C (0.095, 3.672, -0.389)  -0.441
H (2.415, 2.242, -2.552)  0.199
H (2.711, 3.140, -1.055)  0.201
H (1.966, 3.951, -2.438)  0.192
H (0.699, 1.667, -0.871)  0.177
H (-0.359, 3.393, -3.159)  0.187
H (-1.308, 2.189, -2.267)  0.253
H (0.078, 1.682, -3.271)  0.188
H (-0.488, 4.418, -0.936)  0.202
H (0.953, 4.187, 0.064)  0.195

***

(4)
A structure of composition C14H24BaOS at a distorted geometry. Source: OMol25; level of theory: ωB97M-V with the def2-TZVPD basis set.

Results
Charge = +2
Total energy = -28469.649 eV

Each line ends with the natural charge from an NBO analysis.
Element x y z (Å)
Ba (-0.517, -1.342, -1.576)  1.912
C (0.453, -1.265, 2.672)  -0.650
C (0.867, -0.502, 1.428)  -0.044
C (1.849, -0.986, 0.533)  -0.094
C (2.546, -2.300, 0.738)  -0.669
C (2.224, -0.152, -0.552)  -0.002
C (3.262, -0.626, -1.561)  -0.670
C (1.647, 1.118, -0.725)  -0.059
C (2.164, 2.090, -1.736)  -0.670
C (0.567, 1.522, 0.100)  -0.036
C (-0.227, 2.745, -0.251)  -0.676
C (0.238, 0.753, 1.247)  -0.013
C (-0.686, 1.345, 2.316)  -0.641
H (0.661, -0.666, 3.556)  0.249
H (1.022, -2.191, 2.715)  0.231
H (-0.586, -1.615, 2.640)  0.216
H (2.041, -3.202, 0.320)  0.216
H (2.701, -2.533, 1.813)  0.257
H (3.552, -2.280, 0.244)  0.250
H (4.262, -0.804, -1.144)  0.262
H (3.381, 0.072, -2.372)  0.239
H (2.933, -1.613, -1.990)  0.199
H (1.952, 3.134, -1.374)  0.251
H (1.675, 1.951, -2.752)  0.222
H (3.242, 2.045, -1.963)  0.255
H (0.229, 3.664, 0.199)  0.264
H (-1.296, 2.703, 0.088)  0.228
H (-0.274, 2.852, -1.362)  0.228
H (-0.596, 2.423, 2.291)  0.243
H (-0.401, 0.953, 3.276)  0.244
H (-1.729, 1.086, 2.067)  0.212
C (-3.426, -1.473, 0.387)  -0.757
S (-4.153, -1.644, -1.281)  1.223
C (-4.225, 0.054, -1.914)  -0.768
O (-2.746, -2.127, -2.014)  -1.138
H (-2.437, -1.020, 0.271)  0.167
H (-3.413, -2.470, 0.866)  0.287
H (-4.061, -0.771, 0.919)  0.266
H (-4.534, 0.684, -1.111)  0.257
H (-4.933, 0.061, -2.753)  0.291
H (-3.229, 0.324, -2.253)  0.217

***

(5)
A structure of composition C14H24BrN5O6V at a distorted geometry. Source: OMol25; level of theory: ωB97M-V with the def2-TZVPD basis set.

Results
⟨S²⟩ = 3.8457
2S+1 = 4
Total energy = -130365.536 eV
Energy relative to the best compared isomer or geometry (same formula, charge and spin) = 14.52 kcal/mol

Each line ends with the natural charge from an NBO analysis.
Element x y z (Å)
O (0.190, -0.835, -4.862)  -0.913
H (-0.698, -0.367, -4.902)  0.451
V (-0.406, 0.071, -0.555)  1.252
N (-0.367, 1.734, 0.755)  -0.072
N (1.321, 1.080, -1.082)  -0.088
N (-1.576, -0.829, 0.741)  -0.252
N (-0.443, -1.986, -1.394)  -0.062
O (-1.197, 2.026, 1.738)  -0.486
O (-2.182, -0.279, 1.842)  -0.593
O (0.306, -2.589, -2.259)  -0.511
O (2.361, 0.540, -1.568)  -0.299
C (1.389, 2.383, -0.654)  0.195
C (0.416, 2.758, 0.317)  0.159
C (-1.867, -2.141, 0.494)  0.263
C (-1.299, -2.762, -0.649)  0.031
C (0.313, 4.099, 0.958)  -0.671
H (0.513, 4.014, 2.031)  0.247
H (-0.680, 4.522, 0.798)  0.273
H (1.058, 4.761, 0.513)  0.220
C (2.593, 3.172, -1.026)  -0.666
H (2.716, 3.154, -2.109)  0.252
H (3.476, 2.712, -0.563)  0.253
H (2.491, 4.195, -0.674)  0.225
C (-2.721, -2.912, 1.407)  -0.680
C (-1.493, -4.201, -0.995)  -0.673
H (-3.057, -2.300, 2.254)  0.260
H (-2.162, -3.789, 1.761)  0.238
H (-3.585, -3.297, 0.845)  0.239
H (-0.907, -4.382, -1.909)  0.271
H (-2.559, -4.379, -1.209)  0.220
H (-1.130, -4.881, -0.204)  0.218
H (-1.816, 0.751, 1.861)  0.487
H (0.228, -0.745, -3.880)  0.466
C (-1.811, 0.969, -1.373)  -1.081
H (-1.545, 2.051, -1.186)  0.212
H (-2.766, 0.540, -0.872)  0.260
H (-1.637, 0.704, -2.481)  0.230
O (-3.159, 4.060, 0.723)  -0.958
H (-4.028, 3.820, 0.359)  0.473
H (-2.741, 3.195, 0.953)  0.482
Br (4.541, -3.176, -0.120)  0.094
C (3.309, -2.035, 0.773)  -0.108
C (3.497, -1.660, 2.106)  -0.179
C (2.543, -0.837, 2.713)  -0.246
C (1.436, -0.430, 1.969)  0.063
N (1.288, -0.776, 0.689)  -0.483
C (2.188, -1.564, 0.086)  0.035
H (4.376, -2.023, 2.630)  0.237
H (2.628, -0.505, 3.750)  0.234
H (0.661, 0.215, 2.405)  0.221
H (1.993, -1.846, -0.944)  0.265

***

(6)
The molecule C14H24Cl2N2O7P2S2 at a distorted geometry. Source: OMol25; level of theory: ωB97M-V with the def2-TZVPD basis set.

Results
Total energy = -97502.026 eV

Each line ends with the natural charge from an NBO analysis.
Element x y z (Å)
C (-1.686, 1.786, 3.130)  -0.642
C (-0.507, 0.693, 2.668)  -0.442
P (1.160, 1.485, 3.189)  1.331
O (1.015, 3.202, 3.486)  -0.972
O (2.343, 1.390, 1.867)  -0.993
C (-0.636, 0.614, 1.014)  0.069
C (-2.205, 0.428, 0.498)  -0.458
C (-2.366, -0.518, -0.828)  -0.421
C (-2.140, 0.240, -2.263)  -0.420
C (-1.154, 1.548, -2.216)  -0.431
C (-0.668, 2.039, -3.739)  -0.419
C (0.967, 2.265, -3.686)  -0.425
C (1.844, 0.881, -3.636)  -0.525
S (1.611, -0.215, -5.184)  0.200
C (1.680, -1.972, -4.436)  0.278
N (2.919, -2.767, -4.051)  -0.235
N (2.443, -3.964, -3.512)  -0.244
C (0.910, -3.919, -3.554)  0.228
O (0.390, -2.655, -4.151)  -0.447
O (0.312, -0.317, 0.383)  -0.700
S (0.354, -1.835, 1.153)  1.645
O (1.090, -2.846, 0.191)  -0.842
O (1.356, -1.763, 2.530)  -0.704
C (0.395, -1.724, 3.670)  -0.320
P (1.346, -1.465, 5.306)  1.121
O (1.633, -3.105, 5.925)  -0.967
Cl (3.327, -0.714, 4.960)  -0.314
C (-0.873, -0.707, 3.436)  -0.213
Cl (-1.455, -0.227, 5.170)  -0.056
H (-2.759, 1.304, 3.166)  0.237
H (-1.722, 2.571, 2.232)  0.219
H (-1.394, 2.396, 4.085)  0.259
H (1.760, 3.643, 2.964)  0.507
H (2.717, 0.460, 1.869)  0.514
H (-0.322, 1.702, 0.636)  0.237
H (-2.889, -0.007, 1.345)  0.215
H (-2.625, 1.507, 0.206)  0.234
H (-3.499, -0.896, -0.829)  0.220
H (-1.709, -1.487, -0.837)  0.220
H (-1.604, -0.554, -2.976)  0.218
H (-3.139, 0.529, -2.820)  0.214
H (-0.154, 1.314, -1.641)  0.210
H (-1.759, 2.439, -1.741)  0.207
H (-1.134, 3.106, -3.999)  0.216
H (-0.987, 1.251, -4.545)  0.226
H (1.364, 2.982, -4.522)  0.222
H (1.175, 2.825, -2.653)  0.218
H (1.534, 0.260, -2.667)  0.243
H (2.981, 1.137, -3.526)  0.237
H (0.233, -4.778, -3.137)  0.238
H (-0.063, -2.826, 3.720)  0.251
H (2.416, -3.497, 5.402)  0.489
H (-1.827, -1.234, 2.948)  0.271

***

(7)
A cluster of 3 separate species, C14H24Cl6O4 in total at a distorted geometry. Source: OMol25; level of theory: ωB97M-V with the def2-TZVPD basis set.

Results
Total energy = -98225.611 eV
Energy relative to the best compared isomer or geometry (same formula, charge and spin) = 171.71 kcal/mol

Each line ends with the natural charge from an NBO analysis.
Element x y z (Å)
C (0.086, 2.107, 0.106)  -0.740
C (0.616, 0.540, -0.131)  0.796
O (1.857, 0.344, -0.600)  -0.582
O (-0.338, -0.517, 0.250)  -0.555
C (-0.663, -1.405, -0.879)  -0.084
C (-1.617, -0.701, -2.020)  -0.457
C (-1.183, -1.337, -3.467)  -0.451
C (-0.893, -0.153, -4.610)  0.069
O (-2.109, -0.094, -5.436)  -0.547
C (-3.049, 0.915, -4.861)  0.611
O (-2.737, 2.224, -4.708)  -0.547
C (0.467, -0.608, -5.404)  -0.195
Cl (0.297, -2.281, -6.269)  -0.084
C (1.101, 0.526, -6.406)  -0.208
C (1.542, -0.081, -7.895)  -0.640
Cl (0.053, 2.033, -6.655)  -0.058
H (0.936, 2.766, 0.623)  0.251
H (-0.796, 2.071, 0.894)  0.249
H (-0.267, 2.579, -0.921)  0.255
H (0.308, -1.907, -1.347)  0.203
H (-1.297, -2.316, -0.444)  0.209
H (-1.518, 0.487, -1.993)  0.217
H (-2.762, -0.910, -1.757)  0.225
H (-0.293, -2.096, -3.434)  0.230
H (-2.125, -1.957, -3.855)  0.235
H (-0.644, 0.825, -4.018)  0.236
H (-4.141, 0.542, -4.579)  0.182
H (1.291, -0.801, -4.563)  0.247
H (2.124, 0.907, -5.925)  0.231
H (0.639, -0.535, -8.492)  0.239
H (2.430, -0.855, -7.731)  0.229
H (1.959, 0.841, -8.510)  0.229
Cl (0.617, -1.111, 5.602)  -0.065
C (1.501, -0.239, 4.325)  -0.390
C (1.191, 1.250, 4.326)  -0.389
Cl (-0.483, 1.589, 3.820)  -0.060
H (1.254, -0.701, 3.364)  0.232
H (2.567, -0.396, 4.514)  0.227
H (1.846, 1.766, 3.618)  0.225
H (1.343, 1.692, 5.315)  0.226
Cl (1.973, 0.293, 10.395)  -0.061
C (0.736, -0.689, 9.573)  -0.393
C (-0.624, -0.580, 10.244)  -0.389
Cl (-0.646, -1.351, 11.850)  -0.059
H (1.089, -1.725, 9.543)  0.224
H (0.673, -0.322, 8.544)  0.229
H (-1.379, -1.090, 9.639)  0.224
H (-0.932, 0.463, 10.365)  0.224

***

(8)
A structure of composition C14H24ClIrN5O6 at a distorted geometry. Source: OMol25; level of theory: ωB97M-V with the def2-TZVPD basis set.

Results
⟨S²⟩ = 6.0604
2S+1 = 5
Charge = +1
Total energy = -49986.887 eV
Energy relative to the best compared isomer or geometry (same formula, charge and spin) = 0.00 kcal/mol

Each line ends with the Mulliken charge.
Element x y z (Å)
O (1.899, 0.982, -3.197)  -0.458
H (2.707, 1.017, -3.749)  0.352
Ir (0.549, 0.085, -0.214)  0.790
N (-0.664, -0.028, -1.808)  0.750
N (-0.251, 1.960, -0.331)  0.702
N (1.222, -1.683, 0.441)  0.359
N (1.049, 0.436, 1.720)  0.770
O (-1.229, -1.077, -2.204)  -0.592
O (1.120, -2.846, -0.281)  -0.519
O (0.862, 1.594, 2.359)  -0.620
O (-0.229, 2.892, 0.575)  -0.728
C (-0.836, 2.284, -1.516)  0.462
C (-0.981, 1.193, -2.382)  0.150
C (1.657, -1.793, 1.712)  0.462
C (1.528, -0.590, 2.462)  0.582
C (-1.441, 1.238, -3.792)  -1.519
H (-0.588, 1.118, -4.479)  0.251
H (-1.897, 2.209, -4.017)  0.442
H (-2.168, 0.440, -3.987)  0.328
C (-1.205, 3.703, -1.715)  -1.484
H (-0.328, 4.358, -1.644)  0.301
H (-1.923, 4.043, -0.958)  0.308
H (-1.649, 3.843, -2.703)  0.418
C (2.145, -3.090, 2.262)  -1.695
C (1.808, -0.455, 3.924)  -1.640
H (2.491, -3.744, 1.458)  0.420
H (1.360, -3.615, 2.822)  0.314
H (2.972, -2.920, 2.960)  0.420
H (1.386, 0.469, 4.333)  0.410
H (2.888, -0.466, 4.121)  0.335
H (1.384, -1.312, 4.462)  0.379
H (1.233, -2.444, -1.206)  0.565
H (0.394, 2.231, 1.607)  0.463
C (2.298, 1.131, -0.924)  -1.260
H (2.158, 1.602, -1.906)  0.474
H (3.005, 0.295, -1.030)  0.373
H (2.641, 1.846, -0.150)  0.390
O (1.558, -1.183, -2.189)  -0.868
H (1.701, -0.030, -2.793)  0.269
H (2.312, -1.658, -2.602)  0.237
Cl (-3.384, -3.955, 1.066)  -0.194
C (-3.001, -2.286, 1.156)  -0.214
C (-3.840, -1.391, 1.823)  -0.161
C (-3.424, -0.066, 1.891)  -0.937
C (-2.200, 0.306, 1.333)  -0.043
N (-1.421, -0.558, 0.662)  -0.192
C (-1.821, -1.837, 0.556)  -0.216
H (-4.766, -1.752, 2.263)  0.462
H (-4.019, 0.709, 2.370)  0.426
H (-1.863, 1.339, 1.416)  0.354
H (-1.198, -2.544, 0.023)  0.621